Entry 1:
C37H48AsN6O4PReSSeSi2 as an isolated structure in a non-equilibrium geometry, computed with ωB97M-V with the def2-TZVPD basis set.

XYZ file:
```
102
Properties=species:S:1:pos:R:3:lowdin_spin:R:1
Re -0.040 -0.087 -0.536 0.6783
N -0.207 0.176 1.632 0.0107
C 1.000 0.422 2.439 -0.0009
C 0.848 0.645 3.801 0.0000
C 1.966 0.910 4.574 0.0003
C 3.228 0.962 3.988 0.0000
C 3.367 0.747 2.630 0.0005
C 2.249 0.462 1.839 -0.0007
P 2.375 0.231 0.047 -0.0082
C 3.309 1.705 -0.475 -0.0017
C 2.944 2.940 0.074 -0.0003
C 3.606 4.101 -0.290 -0.0001
C 4.655 4.040 -1.200 -0.0003
C 5.046 2.818 -1.721 0.0000
C 4.381 1.652 -1.361 -0.0005
C 3.425 -1.216 -0.236 -0.0011
C 3.848 -2.028 0.813 -0.0002
C 4.610 -3.161 0.555 -0.0001
C 4.944 -3.497 -0.748 -0.0001
C 4.517 -2.697 -1.801 0.0000
C 3.759 -1.564 -1.547 -0.0001
H -0.849 0.968 1.765 0.0040
H -0.701 -0.605 2.056 0.0035
H -0.138 0.629 4.251 0.0000
H 1.852 1.090 5.634 0.0000
H 4.097 1.183 4.592 0.0000
H 4.346 0.809 2.168 0.0000
H 2.202 3.001 0.864 -0.0001
H 3.322 5.046 0.154 0.0000
H 5.181 4.943 -1.479 0.0000
H 5.883 2.763 -2.405 0.0000
H 4.723 0.710 -1.765 0.0000
H 3.601 -1.777 1.837 0.0000
H 4.953 -3.774 1.379 0.0000
H 5.547 -4.374 -0.944 0.0000
H 4.789 -2.948 -2.818 0.0000
H 3.446 -0.940 -2.377 0.0000
N -0.223 2.045 -0.617 0.0116
C -1.336 2.678 0.097 0.0058
C -1.064 3.251 1.326 -0.0011
C -2.115 3.734 2.102 0.0035
C -3.414 3.634 1.638 -0.0022
C -3.656 3.156 0.347 0.0032
C -2.622 2.665 -0.430 0.0081
S -4.817 4.059 2.683 0.0001
O -5.705 2.923 2.452 -0.0003
O -5.278 5.307 2.124 -0.0006
O -4.244 4.112 4.009 0.0001
H 0.631 2.459 -0.254 -0.0013
H -0.256 2.287 -1.614 0.0085
H -0.042 3.295 1.698 0.0000
H -1.949 4.129 3.097 0.0002
H -4.680 3.142 -0.007 0.0001
H -2.804 2.285 -1.430 0.0037
Se -0.924 2.513 -4.939 -0.0004
N -0.177 1.251 -5.895 0.0022
C 0.225 0.309 -5.058 0.0002
C 0.880 -0.892 -5.444 0.0022
C 1.206 -1.755 -4.450 0.0002
C 0.900 -1.448 -3.098 0.0063
N 0.299 -0.352 -2.679 0.0129
C -0.049 0.556 -3.668 0.0046
N -0.652 1.693 -3.393 0.0009
H 1.091 -1.085 -6.487 0.0001
H 1.704 -2.692 -4.657 0.0000
H 1.176 -2.158 -2.332 0.0007
C 1.001 -4.319 0.467 0.0011
C 0.120 -3.115 0.404 0.0101
N -1.046 -3.150 1.034 0.0134
O 0.508 -2.106 -0.240 0.0260
H 0.454 -5.209 0.153 0.0001
H 1.333 -4.474 1.495 0.0005
H 1.872 -4.169 -0.164 0.0000
H -1.353 -4.001 1.479 0.0004
H -1.742 -2.438 0.854 0.0098
C -5.579 0.385 0.385 0.0022
Si -4.133 -0.551 1.059 0.0088
C -4.494 -2.376 1.292 0.0047
C -3.354 0.134 2.596 -0.0003
As -2.432 -0.575 -0.695 0.1504
Si -3.364 -1.933 -2.458 0.0119
C -2.704 -3.656 -2.176 0.0057
C -2.805 -1.249 -4.097 0.0012
C -5.212 -1.868 -2.325 -0.0004
H -6.437 -0.282 0.276 0.0001
H -5.385 0.839 -0.588 0.0002
H -5.841 1.190 1.080 0.0002
H -5.440 -2.462 1.836 0.0007
H -3.737 -2.878 1.902 -0.0001
H -4.614 -2.925 0.357 0.0002
H -4.156 0.426 3.284 0.0000
H -2.784 1.043 2.407 0.0000
H -2.731 -0.605 3.112 0.0000
H -1.624 -3.719 -2.329 0.0000
H -3.181 -4.317 -2.905 0.0009
H -2.944 -4.040 -1.183 0.0001
H -1.755 -1.456 -4.295 0.0000
H -2.978 -0.171 -4.155 0.0001
H -3.388 -1.716 -4.895 0.0001
H -5.581 -2.140 -1.336 0.0000
H -5.637 -2.577 -3.041 -0.0001
H -5.602 -0.878 -2.569 0.0000
```

Results
LUMO energy (spin up / spin down)   -7.687 / -7.613 eV
Total charge   +2
HOMO (spin up / spin down)   -11.7 / -11.7 eV
Spin multiplicity   2

=====

Entry 2:
C37H48BrN8O2PPd as an isolated structure, computed with ωB97M-V with the def2-TZVPD basis set.

XYZ file:
```
98
Properties=species:S:1:pos:R:3:lowdin_spin:R:1
Pd -1.365 0.910 0.769 1.2247
O -2.485 6.056 -0.337 0.0001
C -2.718 5.592 0.939 0.0003
C -2.790 6.454 2.021 0.0004
C -3.002 5.941 3.292 0.0000
C -3.139 4.575 3.473 0.0002
C -3.068 3.726 2.377 0.0003
C -2.854 4.214 1.096 0.0022
C -2.755 3.289 -0.117 0.0141
O -3.016 2.003 0.169 0.1154
N -1.404 3.447 -0.722 0.0021
N -0.439 2.974 0.103 0.0476
C 0.747 3.386 -0.009 0.0161
C 1.851 2.796 0.726 0.0000
Br 1.429 1.944 2.356 -0.0028
C 3.076 2.758 0.200 0.0041
C 4.270 2.038 0.665 0.0004
C 4.697 2.024 1.992 0.0004
C 5.813 1.289 2.360 -0.0001
C 6.516 0.556 1.415 0.0004
C 6.111 0.578 0.088 0.0000
C 5.004 1.324 -0.284 0.0004
H -2.477 7.017 -0.327 0.0000
H -2.677 7.522 1.870 0.0000
H -3.059 6.616 4.137 0.0000
H -3.306 4.170 4.463 0.0000
H -3.187 2.657 2.493 -0.0001
H -3.430 3.676 -0.894 0.0030
H -1.234 4.398 -1.040 -0.0002
H 1.016 4.126 -0.766 0.0025
H 3.167 3.220 -0.782 0.0004
H 4.160 2.595 2.735 -0.0001
H 6.136 1.290 3.394 0.0000
H 7.383 -0.021 1.709 0.0000
H 6.658 0.017 -0.659 0.0000
H 4.687 1.340 -1.321 0.0000
N -0.226 -0.670 0.503 0.3445
P 0.284 -1.463 -0.738 0.0808
N 1.903 -1.831 -0.503 0.0146
C 2.648 -2.507 -1.559 0.0033
C 3.891 -3.187 -0.991 0.0006
C 4.762 -2.185 -0.237 0.0003
C 3.943 -1.464 0.827 0.0004
C 2.709 -0.834 0.207 0.0064
N 0.036 -0.726 -2.204 0.0093
C 0.121 -1.401 -3.495 0.0013
C -1.082 -1.023 -4.374 -0.0001
C -1.543 0.408 -4.066 0.0000
C -0.343 1.239 -3.638 0.0007
C 0.175 0.719 -2.293 0.0071
N -0.393 -2.976 -1.039 0.0075
C -1.800 -2.975 -1.486 0.0008
C -2.743 -3.372 -0.362 0.0001
C -2.467 -4.812 0.095 0.0000
C -1.007 -5.192 -0.179 0.0002
C -0.090 -3.992 -0.014 0.0006
H 2.959 -1.783 -2.330 0.0002
H 1.992 -3.237 -2.040 0.0002
H 4.453 -3.654 -1.804 0.0001
H 3.578 -3.985 -0.310 0.0000
H 5.153 -1.446 -0.947 0.0000
H 5.626 -2.684 0.209 0.0000
H 4.537 -0.686 1.317 0.0000
H 3.625 -2.176 1.596 0.0000
H 3.034 -0.040 -0.490 0.0001
H 2.083 -0.370 0.964 0.0037
H 0.162 -2.476 -3.339 0.0002
H 1.055 -1.117 -3.999 0.0006
H -1.904 -1.723 -4.211 0.0000
H -0.791 -1.113 -5.424 0.0000
H -2.267 0.402 -3.246 -0.0001
H -2.043 0.846 -4.931 0.0000
H -0.611 2.291 -3.521 0.0001
H 0.435 1.187 -4.406 0.0003
H -0.426 1.161 -1.510 0.0064
H 1.219 1.034 -2.134 0.0001
H -1.909 -3.663 -2.333 0.0001
H -2.048 -1.977 -1.847 0.0002
H -3.780 -3.252 -0.686 0.0000
H -2.579 -2.671 0.458 0.0001
H -3.129 -5.510 -0.422 0.0000
H -2.685 -4.908 1.161 0.0000
H -0.899 -5.574 -1.198 0.0000
H -0.682 -5.990 0.490 0.0000
H 0.953 -4.290 -0.114 0.0000
H -0.210 -3.572 0.996 0.0002
N -7.428 -1.131 1.993 0.0002
C -6.300 -1.191 2.198 0.0004
C -4.891 -1.267 2.452 0.0017
C -4.361 -2.298 3.222 0.0004
C -2.992 -2.341 3.420 0.0014
C -2.206 -1.355 2.837 0.0041
N -2.723 -0.362 2.118 0.0634
C -4.032 -0.311 1.916 0.0056
H -5.015 -3.051 3.642 0.0000
H -2.536 -3.126 4.006 0.0003
H -1.124 -1.358 2.905 -0.0005
H -4.386 0.513 1.306 -0.0002
```

Results
LUMO energy (spin up / spin down)   0.138 / -0.337 eV
Total charge   0
HOMO (spin up / spin down)   -7.2 / -7.4 eV
Spin multiplicity   3

=====

Entry 3:
C37H48N10NaO4PS3SeSi as an isolated structure in a non-equilibrium geometry, computed with ωB97M-V with the def2-TZVPD basis set.

XYZ file:
```
106
Properties=species:S:1:pos:R:3:mulliken_charge:R:1
Na -0.414 0.521 0.188 1.1359
C -4.232 0.940 4.141 -0.9201
N -3.827 0.063 3.060 0.2732
C -3.058 -1.108 3.268 -0.8397
C -2.305 -1.313 2.137 -0.2333
N -2.490 -0.264 1.247 0.3084
C -3.364 0.549 1.830 -0.5658
P -3.865 2.198 1.252 -0.1461
C -2.319 3.156 1.065 -0.1510
N -1.043 2.623 0.891 0.1887
C -0.169 3.637 0.794 -0.3629
C -0.801 4.829 1.075 -0.6358
N -2.175 4.519 1.073 0.3580
C -3.289 5.442 0.978 -0.8468
C -4.548 2.131 -0.506 0.2890
N -4.004 3.000 -1.382 -0.3205
C -4.796 2.901 -2.526 -0.8418
C -5.874 2.051 -2.355 -0.1165
N -5.730 1.589 -1.032 0.2309
C -6.711 0.804 -0.279 -0.8783
H -3.814 0.479 5.066 0.4118
H -5.355 0.937 4.221 0.2330
H -3.864 1.962 4.012 0.3414
H -3.267 -1.793 4.078 0.5379
H -1.603 -2.127 1.936 0.3023
H 0.902 3.517 0.579 0.1907
H -0.450 5.868 1.231 0.3615
H -2.854 6.447 0.833 0.3198
H -3.770 5.484 1.981 0.2882
H -3.984 5.185 0.181 0.2842
H -4.625 3.523 -3.411 0.3760
H -6.657 1.723 -3.075 0.4065
H -6.682 -0.281 -0.518 0.2974
H -7.704 1.189 -0.482 0.3679
H -6.435 0.949 0.776 0.2671
S -4.486 -4.436 -3.302 -0.5414
C -3.251 -3.320 -3.090 -0.2618
S -3.168 -2.484 -1.573 -0.3997
S -2.061 -2.975 -4.283 -0.5173
Se 2.935 4.497 -6.820 0.1489
N 3.450 4.333 -5.136 -0.8319
C 2.652 3.504 -4.524 1.1300
C 2.857 3.174 -3.088 0.5611
C 3.954 3.717 -2.385 -0.9550
C 3.991 3.420 -1.030 -0.5934
C 3.028 2.653 -0.423 -0.3355
N 1.928 2.201 -1.092 0.3108
C 1.908 2.352 -2.414 -0.2153
C 0.842 1.726 -3.197 -0.2889
N 0.028 0.875 -2.588 0.5137
C -0.865 0.222 -3.290 0.1186
C -1.088 0.445 -4.653 -0.8239
C -0.377 1.420 -5.269 -0.9313
C 0.736 2.022 -4.603 0.2228
C 1.548 2.949 -5.290 0.8363
N 1.507 3.381 -6.563 -0.9798
H 4.737 4.271 -2.856 0.4921
H 4.853 3.732 -0.409 0.3119
H 3.067 2.468 0.661 0.3724
H -1.482 -0.562 -2.847 -0.0057
H -1.726 -0.319 -5.150 0.2948
H -0.591 1.803 -6.236 0.5260
C 4.552 -2.974 -0.606 -1.9908
C 3.610 -1.794 -0.839 1.9963
C 2.518 -2.125 -1.867 -1.2042
C 4.373 -0.580 -1.367 -1.3095
O 3.175 -1.512 0.480 0.1120
Si 1.688 -1.953 1.220 -1.4056
O 0.399 -1.303 0.622 0.3397
O 1.762 -3.631 1.132 -0.3455
C 0.577 -4.498 1.227 2.3410
C -0.099 -4.278 2.585 -1.3848
C 1.156 -5.940 1.183 -1.9622
C -0.333 -4.276 0.013 -1.3293
O 1.794 -1.553 2.785 0.0315
C 2.717 -1.233 3.835 1.8703
C 3.658 -2.442 3.845 -1.4105
C 3.224 0.130 3.442 -1.3545
C 2.008 -1.165 5.165 -1.7840
H 4.802 -3.370 -1.606 0.4096
H 4.054 -3.790 -0.087 0.1893
H 5.466 -2.624 -0.137 0.3785
H 3.052 -2.193 -2.816 0.6308
H 1.808 -1.263 -1.835 0.0456
H 2.026 -3.048 -1.558 0.0478
H 5.139 -0.915 -2.137 0.3489
H 4.979 -0.013 -0.583 0.1694
H 3.808 0.202 -1.869 0.0968
H 0.563 -4.562 3.358 0.3882
H -1.031 -4.898 2.624 0.4072
H -0.426 -3.246 2.843 -0.0174
H 1.871 -6.089 2.008 0.3612
H 1.743 -6.031 0.260 0.3729
H 0.372 -6.697 1.168 0.3726
H -0.468 -3.210 -0.256 -0.1838
H -1.351 -4.690 0.164 0.4392
H 0.070 -4.672 -0.881 0.4081
H 4.184 -2.428 2.909 0.1717
H 3.074 -3.421 3.860 0.0998
H 4.311 -2.343 4.668 0.6571
H 3.749 0.022 2.478 0.0493
H 3.901 0.615 4.181 0.4263
H 2.369 0.753 3.285 0.3146
H 1.217 -1.888 5.055 0.3461
H 1.525 -0.198 5.176 0.4392
H 2.672 -1.278 5.996 0.3513
```

Results
LUMO energy (spin up / spin down)   2.892 / 2.897 eV
Total charge   -2
HOMO (spin up / spin down)   0.7 / 0.7 eV

=====

> The lowest total charge belongs to which entry?

C37H48N10NaO4PS3SeSi

=====

> Among the records above, which one has the lowest total charge?

C37H48N10NaO4PS3SeSi

=====

> The highest total charge belongs to which entry?

C37H48AsN6O4PReSSeSi2